Record 1
C7H14 | wB97M-V/def2-TZVPD

```
21
Properties=species:S:1:pos:R:3:forces:R:3:nbo_charge:R:1
C -2.309 -1.205 -0.467 0.61 -0.67 -1.94 -0.623
C -1.193 -1.015 0.591 1.04 -2.81 -0.26 -0.399
C 0.235 -0.856 -0.122 -5.47 0.74 -1.41 -0.426
C 1.440 -0.605 0.540 5.02 2.78 3.81 -0.382
C 2.674 -0.385 -0.423 -0.99 -1.89 -0.03 -0.603
H -2.587 -0.288 -1.106 0.59 -1.17 1.05 0.199
H -1.768 -1.958 -1.193 -1.45 1.37 0.97 0.209
H -3.280 -1.701 -0.164 1.25 0.66 0.10 0.220
H -1.234 -1.950 1.222 0.38 0.40 -0.79 0.195
H -1.309 -0.330 1.367 -0.49 2.00 0.77 0.204
H 0.550 -1.739 -0.542 -0.74 -2.62 -2.10 0.199
H -0.073 -0.104 -0.926 1.24 -0.80 0.76 0.206
H 1.916 -1.416 1.247 -1.78 1.17 -0.99 0.200
H 1.361 0.362 1.154 0.33 -1.22 -0.40 0.186
H 2.432 0.374 -1.206 0.72 -0.35 0.78 0.205
H 3.481 -0.228 0.305 0.20 0.67 -0.94 0.216
H 2.919 -1.394 -0.942 -0.45 1.65 0.60 0.195
C -1.124 2.408 0.143 1.51 -0.21 -1.07 -0.238
C 0.053 2.594 -0.082 -3.11 -0.37 0.71 -0.223
H -2.110 2.030 -0.007 -0.15 0.29 0.53 0.238
H 1.047 2.727 -0.288 1.73 0.38 -0.16 0.223
```
Forces are in eV/Å.

Properties
Electronic energy: -274.955740 a.u.
SMILES: CCCCC.C#C
Energy above the lowest of the compared OMol25 structures with the same formula, charge and spin: 421.4 kJ/mol



Record 2
C18H22N2O2 | wB97M-V/def2-TZVPD

```
44
Properties=species:S:1:pos:R:3:forces:R:3:nbo_charge:R:1
N -5.374 -0.738 -2.912 -1.39 -0.45 -2.27 -0.796
C -3.993 -0.636 -2.915 0.07 -0.08 -0.99 0.220
C -3.497 -0.718 -1.617 -0.73 -0.96 -0.25 -0.297
C -2.209 -0.623 -1.362 4.82 1.74 -0.26 -0.123
C -1.315 -0.210 -2.413 -1.13 -0.70 0.39 -0.094
C 0.048 0.324 -2.149 1.26 2.10 -0.48 -0.121
C 0.611 1.396 -3.110 1.36 0.38 -0.45 -0.390
C 0.231 1.826 -1.705 0.57 -1.41 0.37 -0.305
C 1.347 1.732 -0.660 1.01 5.68 1.38 0.690
O 1.762 2.745 0.012 -1.50 -3.94 -2.17 -0.601
N 1.893 0.483 -0.573 0.61 2.33 0.62 -0.475
C 2.906 0.161 0.453 -0.91 -0.21 0.15 -0.219
C 2.370 -0.093 1.877 -1.07 0.89 -0.07 -0.200
C 1.347 -1.246 1.941 0.77 0.73 -2.39 -0.390
C 1.087 -1.630 3.319 -1.12 -0.33 1.61 -0.403
C 0.523 -0.488 4.174 1.39 0.89 0.02 -0.404
C 1.590 0.636 4.185 0.39 0.16 -0.60 -0.406
C 1.854 1.201 2.778 0.07 -2.45 -0.80 -0.397
C 1.205 -0.370 -1.345 -3.51 -3.51 0.10 0.702
O 1.207 -1.578 -1.157 0.72 0.73 -0.89 -0.572
C -1.843 -0.142 -3.705 0.78 0.01 -0.90 -0.158
C -3.152 -0.415 -4.091 -2.20 -0.31 4.54 -0.297
H -5.797 -0.956 -3.828 0.38 0.36 0.71 0.369
H -5.789 -1.357 -2.231 0.32 0.15 0.16 0.379
H -4.071 -1.015 -0.772 -1.14 0.04 0.21 0.211
H -1.776 -0.664 -0.349 -0.45 -0.23 -0.46 0.212
H 0.064 1.850 -4.003 0.45 -0.96 1.66 0.248
H 1.724 1.334 -3.327 -1.48 0.07 0.29 0.224
H -0.605 2.520 -1.533 0.55 -0.53 -0.03 0.260
H 3.631 0.979 0.565 -0.16 -0.28 -0.76 0.234
H 3.313 -0.794 0.103 0.39 0.34 0.09 0.228
H 3.321 -0.446 2.282 -0.11 0.10 0.91 0.197
H 1.784 -2.191 1.525 -0.46 1.05 -0.62 0.218
H 0.467 -0.879 1.372 0.19 -0.69 0.20 0.189
H 0.486 -2.566 3.299 0.35 0.57 0.52 0.209
H 2.116 -1.812 3.617 -0.08 -0.67 1.07 0.195
H -0.406 -0.054 3.808 -0.19 -0.23 -0.31 0.196
H 0.374 -0.708 5.216 -0.26 -0.70 0.41 0.210
H 1.368 1.442 4.835 -1.16 1.03 0.57 0.206
H 2.504 0.350 4.688 0.55 -0.95 -0.29 0.193
H 2.680 1.889 2.701 0.00 0.62 0.30 0.216
H 0.883 1.692 2.505 1.06 -0.54 -0.62 0.212
H -1.162 0.148 -4.487 0.23 -0.01 -0.20 0.206
H -3.707 -0.380 -5.014 0.78 0.15 -0.49 0.225
```
Forces are in eV/Å.

Properties
Electronic energy: -959.031288 a.u.
SMILES: Nc1ccc([C@@]23C[C@@H]2C(=O)N(CC2CCCCC2)C3=O)cc1
Energy above the lowest of the compared OMol25 structures with the same formula, charge and spin: 364.7 kJ/mol



Record 3
C17H23NO2 | wB97M-V/def2-TZVPD

```
43
Properties=species:S:1:pos:R:3:forces:R:3:nbo_charge:R:1
C -5.137 -2.225 -0.282 -0.21 0.15 0.07 -0.612
C -5.792 -0.937 0.206 0.08 -0.02 0.03 -0.198
C -5.582 -0.771 1.709 -0.15 -0.06 -0.22 -0.612
C -5.279 0.292 -0.575 -0.16 -0.16 0.09 -0.422
C -3.807 0.528 -0.413 -0.01 0.16 -0.01 0.002
C -3.320 1.336 0.609 -0.10 -0.06 -0.10 -0.222
C -1.964 1.530 0.774 0.27 -0.08 -0.11 -0.161
C -1.038 0.925 -0.080 -0.61 -0.09 -0.08 -0.126
C 0.375 1.162 0.138 0.73 -0.11 -0.08 -0.096
C 1.403 0.621 -0.526 -0.53 0.11 0.13 -0.315
C 2.780 1.012 -0.173 0.26 0.19 -0.03 0.654
O 3.019 2.058 0.410 -0.12 0.12 0.16 -0.632
N 3.796 0.189 -0.579 0.12 0.05 -0.02 -0.428
C 3.674 -1.187 -0.987 0.00 -0.27 0.14 -0.246
C 3.944 -2.102 0.227 -0.11 -0.16 -0.18 -0.074
O 4.811 -1.490 1.155 -0.06 0.08 0.19 -0.518
C 5.792 -0.698 0.528 0.11 0.01 -0.14 -0.082
C 5.148 0.519 -0.164 0.11 0.20 0.22 -0.254
C -1.532 0.126 -1.114 0.09 0.08 0.10 -0.129
C -2.889 -0.064 -1.276 0.03 0.02 0.01 -0.224
H -4.067 -2.207 -0.087 0.12 -0.06 0.01 0.209
H -5.564 -3.082 0.234 -0.01 -0.11 0.04 0.211
H -5.294 -2.358 -1.350 0.03 -0.07 -0.14 0.203
H -6.870 -1.006 0.016 0.07 0.03 -0.01 0.198
H -6.061 0.136 2.069 -0.03 0.11 0.11 0.204
H -6.009 -1.617 2.243 -0.02 -0.07 0.09 0.211
H -4.521 -0.720 1.942 0.10 0.00 0.08 0.210
H -5.508 0.144 -1.633 -0.03 0.07 -0.02 0.212
H -5.827 1.171 -0.229 -0.02 0.03 -0.07 0.212
H -4.014 1.823 1.279 -0.08 0.04 0.06 0.213
H -1.607 2.163 1.574 0.06 0.07 0.07 0.213
H 0.619 1.849 0.940 0.09 0.06 0.03 0.227
H 1.249 -0.064 -1.344 -0.09 -0.10 -0.05 0.195
H 2.691 -1.405 -1.397 0.09 -0.01 -0.04 0.219
H 4.420 -1.368 -1.769 -0.14 -0.01 0.02 0.194
H 4.368 -3.059 -0.118 -0.08 0.08 0.03 0.165
H 3.021 -2.302 0.777 0.04 -0.02 -0.10 0.192
H 6.361 -1.304 -0.195 0.00 0.04 0.08 0.155
H 6.469 -0.376 1.320 0.03 0.00 -0.15 0.204
H 5.069 1.365 0.522 0.09 -0.15 -0.15 0.250
H 5.741 0.820 -1.036 0.03 0.01 0.08 0.190
H -0.850 -0.346 -1.804 0.07 -0.04 -0.07 0.198
H -3.246 -0.676 -2.091 -0.05 -0.06 -0.08 0.210
```
Forces are in eV/Å.

Properties
Electronic energy: -866.808626 a.u.
SMILES: CC(C)Cc1ccc(/C=C/C(=O)N2CCOCC2)cc1
Energy above the lowest of the compared OMol25 structures with the same formula, charge and spin: 161.6 kJ/mol



Record 4
C37H31N4O3PdSTe | wB97M-V/def2-TZVPD

```
78
Properties=species:S:1:pos:R:3:forces:R:3:mulliken_charge:R:1
Pd 1.621 0.495 -0.890 1.24 1.37 0.27 -0.102
N 4.575 1.994 2.049 0.22 0.06 0.30 -0.478
C 3.821 1.442 1.040 -0.29 -0.41 -0.57 0.576
S 2.224 2.109 0.865 -0.54 -0.51 -0.76 -0.547
N 4.336 0.476 0.356 1.17 0.34 0.93 -1.223
N 3.638 -0.027 -0.688 -2.03 -0.82 -0.17 0.814
C 4.012 -1.186 -1.158 0.15 0.86 0.32 -0.161
C 3.543 -1.770 -2.365 -0.73 -0.21 -0.36 0.861
C 4.027 -3.043 -2.713 -0.04 0.14 0.03 -0.559
C 3.635 -3.680 -3.862 0.19 -0.34 -0.01 -0.676
C 2.706 -3.059 -4.702 -0.05 0.06 0.08 -0.431
C 2.197 -1.827 -4.395 0.11 0.03 -0.21 -0.616
C 2.598 -1.105 -3.234 0.37 -0.17 -0.09 0.514
O 2.169 0.080 -3.048 -0.57 0.05 0.27 -0.946
H 4.286 2.918 2.329 0.10 -0.12 -0.02 0.222
H 5.569 1.839 1.981 -0.10 0.01 -0.04 0.247
H 4.769 -1.735 -0.591 0.14 0.34 -0.17 0.334
H 4.733 -3.521 -2.047 0.06 -0.05 0.08 0.305
H 4.025 -4.656 -4.118 0.03 -0.03 0.06 0.359
H 2.384 -3.569 -5.601 -0.06 0.00 -0.07 0.351
H 1.486 -1.345 -5.053 -0.06 0.07 0.02 0.383
C -2.968 -2.204 3.559 0.02 0.08 -0.07 -1.776
C -2.039 -2.005 2.394 -0.32 0.25 0.14 0.056
C -1.165 -2.997 1.979 0.41 0.07 -0.56 -0.451
C -0.288 -2.800 0.915 -0.34 0.25 0.09 0.542
C 0.662 -3.826 0.485 0.31 -0.21 -0.39 -0.160
O 1.156 -3.891 -0.628 -0.21 -0.32 0.45 -0.610
C 1.052 -4.865 1.497 0.22 -0.33 0.07 0.653
C 1.245 -6.165 1.038 -0.07 0.10 -0.05 -0.461
C 1.603 -7.177 1.909 0.01 -0.08 0.00 -0.566
C 1.785 -6.893 3.253 0.08 -0.06 0.10 -0.359
C 1.647 -5.592 3.711 0.07 -0.05 0.17 -0.750
C 1.288 -4.579 2.838 -0.03 0.01 -0.11 -0.189
C -0.281 -1.557 0.182 0.30 0.05 -0.66 0.003
O 0.495 -1.403 -0.799 -0.61 -0.48 0.43 -1.004
C -1.203 -0.530 0.637 0.27 -0.11 0.25 0.739
C -2.033 -0.790 1.726 0.14 -0.26 0.00 -1.023
C -1.229 0.769 0.013 0.46 -0.07 -0.46 0.609
N -0.404 1.098 -0.939 0.81 -0.07 1.02 -0.230
C -0.513 2.360 -1.623 0.02 0.74 -0.17 0.151
C -1.147 2.103 -2.974 -0.15 0.24 -0.08 -1.280
Te -1.398 3.961 -4.052 -0.09 0.03 0.52 0.219
C -1.878 5.149 -2.321 0.09 -0.34 -0.63 -0.264
C -0.858 5.684 -1.550 0.27 -0.01 -0.04 -0.123
C -1.147 6.513 -0.481 0.01 0.11 0.09 -0.611
C -2.463 6.824 -0.183 -0.02 0.07 0.07 -0.512
C -3.485 6.274 -0.934 -0.12 0.11 0.05 -0.494
C -3.195 5.438 -1.998 -0.15 -0.11 -0.15 -0.190
C -2.201 1.770 0.541 -0.34 0.27 -0.29 0.036
C -1.731 2.816 1.332 0.08 -0.23 -0.02 0.249
C -2.602 3.772 1.820 0.02 0.01 0.13 -0.673
C -3.952 3.694 1.528 -0.11 0.00 -0.03 -0.447
C -4.424 2.664 0.730 -0.17 0.06 0.05 -1.026
C -3.556 1.707 0.233 0.20 -0.06 0.00 -0.009
H -2.845 -3.193 3.995 -0.03 -0.08 0.06 0.368
H -4.008 -2.086 3.253 -0.11 -0.05 0.06 0.332
H -2.767 -1.461 4.331 -0.05 -0.01 0.15 0.348
H -1.176 -3.958 2.479 0.00 0.01 0.06 0.520
H 1.111 -6.359 -0.017 -0.01 0.01 -0.07 0.421
H 1.749 -8.184 1.540 -0.03 -0.03 0.00 0.378
H 2.053 -7.684 3.941 0.03 -0.03 0.04 0.377
H 1.825 -5.367 4.755 0.01 0.01 0.00 0.380
H 1.204 -3.562 3.191 -0.06 0.06 0.02 0.520
H -2.703 -0.014 2.071 -0.04 0.03 0.05 0.566
H 0.500 2.776 -1.767 -0.38 -0.12 0.14 0.381
H -1.122 3.092 -1.072 0.29 -0.25 -0.13 -0.052
H -2.117 1.631 -2.832 -0.09 0.04 -0.12 0.487
H -0.515 1.452 -3.572 0.07 -0.01 -0.13 0.478
H 0.171 5.447 -1.781 0.08 0.01 -0.04 0.398
H -0.343 6.928 0.109 0.07 0.01 0.05 0.403
H -2.690 7.497 0.632 -0.02 0.01 0.10 0.400
H -4.515 6.508 -0.700 -0.07 -0.02 0.02 0.408
H -3.997 5.010 -2.583 -0.04 -0.01 -0.04 0.397
H -0.675 2.862 1.563 0.13 0.02 0.01 0.425
H -2.226 4.574 2.438 0.04 0.06 0.02 0.439
H -4.636 4.434 1.919 -0.04 0.04 0.00 0.411
H -5.478 2.600 0.501 -0.10 0.01 -0.05 0.404
H -3.926 0.903 -0.390 0.00 -0.06 -0.01 0.530
```
Forces are in eV/Å.

Properties
Electronic energy: -2667.424228 a.u.
Total charge: -1
Energy above the lowest of the compared OMol25 structures with the same formula, charge and spin: 203.8 kJ/mol



electronic energy of number 3 (C17H23NO2)?
-866.808626 a.u.



Which formula does entry 2 have?
C18H22N2O2